[1]
54
Properties=species:S:1:pos:R:3 method="wB97M-V/def2-TZVPD" multiplicity=5 homo_lumo_gap_ev="7.9 / 8.1" homo_ev="-7.19 / -7.65" e_tot_ha=-2411.357144 e_lumo_ev="0.70 / 0.49"
H -2.17 -1.97 1.56
N -2.00 -0.99 -0.31
B -2.47 -0.05 -2.66
N -2.91 -0.61 -1.30
C -4.14 -0.85 -0.86
Fe -0.10 -0.65 -0.26
H -4.94 -0.55 -1.51
C -4.06 -1.42 0.40
H -4.89 -1.70 1.02
C -2.70 -1.53 0.71
H -3.35 0.26 -3.36
C 1.70 -1.10 -0.91
H 2.40 -1.49 -0.18
H 2.11 -0.10 -1.14
H 1.82 -1.60 -1.86
N -1.60 -1.16 -3.28
N -1.50 1.09 -2.30
N -0.56 -1.71 -2.56
N -0.41 0.87 -1.44
C -1.68 -1.77 -4.48
C -1.56 2.38 -2.65
H -2.46 -1.44 -5.13
H -2.37 2.69 -3.28
C -0.67 -2.71 -4.55
C -0.48 3.04 -2.06
C 0.03 -2.63 -3.32
C 0.24 2.06 -1.34
H -0.42 -3.36 -5.36
H -0.23 4.08 -2.12
H 0.90 -3.17 -2.96
H 1.16 2.12 -0.77
H 0.72 -1.97 -0.78
C 2.10 3.10 3.31
N 1.81 2.33 2.14
C 2.95 1.90 1.39
C 0.50 1.66 2.06
C 0.66 0.23 2.44
C 0.96 0.03 3.80
C 1.54 -1.14 4.22
C 1.66 -2.19 3.31
C 1.20 -2.05 1.98
C 0.64 -0.83 1.51
H 2.77 3.93 3.01
H 2.62 2.50 4.10
H 1.15 3.50 3.72
H 3.47 1.01 1.83
H 2.69 1.64 0.35
H 3.67 2.74 1.36
H -0.13 2.19 2.79
H 0.12 1.79 1.04
H 0.82 0.86 4.50
H 1.91 -1.23 5.25
H 2.11 -3.13 3.63
H 1.36 -2.89 1.32

---

[2]
108
Properties=species:S:1:pos:R:3 method="wB97M-V/def2-TZVPD" smiles="CCOC(=O)C(F)(F)F.CCOC(=O)C(F)(F)F.CCOC(=O)C(F)(F)F.CCOC(=O)C(F)(F)F.O=C1CCCO1.O=C1CCCO1.O=C1CCCO1.COCCOC" homo_lumo_gap_ev=9.8 homo_ev=-9.47 e_tot_ha=-3650.369378 e_lumo_ev=0.29
C -5.32 0.26 -3.70
C -5.36 0.60 -2.20
O -6.44 1.54 -2.07
C -6.91 1.84 -0.89
O -6.55 1.34 0.13
C -8.14 2.77 -0.85
F -9.19 2.21 -0.29
F -7.76 3.86 -0.17
F -8.49 3.18 -2.08
H -4.51 -0.45 -3.87
H -5.06 1.14 -4.28
H -6.23 -0.15 -4.14
H -4.42 1.11 -2.02
H -5.46 -0.31 -1.61
C -0.38 0.12 3.32
C -1.10 0.52 4.59
O -0.20 1.24 5.45
C 0.67 0.55 6.16
O 0.92 -0.61 5.97
C 1.37 1.35 7.30
F 2.68 1.24 7.28
F 1.06 2.65 7.22
F 0.86 0.85 8.44
H 0.44 -0.59 3.48
H -0.11 1.02 2.78
H -1.02 -0.51 2.70
H -1.49 -0.34 5.13
H -1.98 1.12 4.37
C 3.09 3.43 3.64
C 3.40 3.33 2.16
O 4.61 2.65 1.90
C 5.16 2.71 0.72
O 4.69 3.31 -0.22
C 6.38 1.81 0.51
F 6.49 0.89 1.47
F 6.24 1.16 -0.64
F 7.48 2.56 0.48
H 3.30 2.49 4.16
H 2.02 3.59 3.80
H 3.82 4.13 4.05
H 3.32 4.30 1.67
H 2.60 2.78 1.64
C 1.34 -3.70 -2.00
C 1.85 -2.78 -3.11
O 3.25 -2.52 -3.05
C 3.82 -1.95 -2.01
O 3.26 -1.49 -1.06
C 5.33 -1.77 -2.21
F 5.94 -1.68 -1.04
F 5.90 -2.69 -2.98
F 5.51 -0.58 -2.83
H 0.25 -3.64 -1.87
H 1.78 -3.38 -1.06
H 1.46 -4.76 -2.23
H 1.19 -1.92 -3.11
H 1.78 -3.33 -4.05
O -4.59 -2.16 1.05
C -5.04 -2.58 0.04
C -6.55 -2.74 -0.24
C -6.57 -3.04 -1.73
C -5.19 -3.66 -1.98
O -4.31 -2.99 -1.05
H -6.85 -3.59 0.38
H -7.11 -1.82 -0.11
H -7.30 -3.76 -2.10
H -6.63 -2.18 -2.39
H -5.04 -4.72 -1.77
H -4.89 -3.42 -3.00
O 0.96 -1.34 -5.73
C 1.14 -0.18 -5.56
C 1.97 0.79 -6.44
C 1.87 2.11 -5.64
C 1.18 1.79 -4.33
O 0.79 0.41 -4.39
H 2.97 0.36 -6.48
H 1.50 0.86 -7.41
H 2.88 2.50 -5.54
H 1.29 2.81 -6.23
H 1.87 1.86 -3.48
H 0.37 2.48 -4.11
O 3.87 0.52 4.15
C 3.76 -0.59 3.72
C 3.31 -1.84 4.45
C 4.04 -2.92 3.67
C 3.93 -2.33 2.25
O 3.99 -0.90 2.41
H 3.39 -1.73 5.52
H 2.24 -1.84 4.20
H 5.03 -3.16 4.04
H 3.46 -3.85 3.65
H 4.82 -2.74 1.76
H 3.05 -2.61 1.67
C 1.28 0.42 0.34
O 0.43 1.51 0.57
C -0.20 1.99 -0.61
C -1.27 1.10 -1.19
O -2.56 1.22 -0.68
C -2.72 0.73 0.63
H 2.26 0.72 -0.06
H 0.88 -0.38 -0.30
H 1.57 -0.01 1.30
H 0.57 2.15 -1.38
H -0.53 3.01 -0.40
H -0.93 0.05 -1.21
H -1.22 1.22 -2.28
H -2.17 1.41 1.30
H -2.41 -0.28 0.90
H -3.75 0.84 0.96

---

[3]
17
Properties=species:S:1:pos:R:3 method="wB97M-V/def2-TZVPD" de_lowest_kj_mol=222.5 smiles="C/C(N)=C(/C)C(=O)O" homo_lumo_gap_ev=7.9 homo_ev=-7.45 e_tot_ha=-401.092032 e_lumo_ev=0.49
C -0.41 0.77 -1.62
C 0.17 -0.15 -0.59
N 0.49 -1.38 -1.02
C -0.08 0.02 0.84
C -1.29 -0.48 1.56
C 0.89 0.86 1.33
O 1.26 1.45 2.30
O 1.72 1.02 -0.08
H -1.46 0.50 -1.76
H -0.36 1.80 -1.27
H 0.10 0.70 -2.58
H 0.75 -2.09 -0.35
H 0.56 -1.60 -2.01
H -1.38 -1.57 1.52
H -1.22 -0.20 2.62
H -2.22 -0.06 1.17
H 2.48 0.42 -0.04

---

[4]
8
Properties=species:S:1:pos:R:3 method="wB97M-V/def2-TZVPD" de_lowest_kj_mol=457.1 multiplicity=3 homo_lumo_gap_ev="5.3 / 6.7" homo_ev="-5.26 / -10.69" e_tot_ha=-1098.097617 e_lumo_ev="0.07 / -3.98"
O -1.70 1.45 0.74
O 2.07 -0.24 -0.12
O 1.09 0.63 -0.59
O -0.15 0.03 -0.93
S -2.44 -1.18 0.03
S -1.18 0.16 0.39
H 2.51 -0.46 -0.92
H -0.19 -0.40 1.40

---

[5]
198
Properties=species:S:1:pos:R:3 method="wB97M-V/def2-TZVPD" multiplicity=2 homo_lumo_gap_ev="6.5 / 2.1" homo_ev="-23.17 / -23.17" e_tot_ha=-3941.227003 charge=+7 e_lumo_ev="-16.66 / -21.04"
C -4.15 1.75 -2.20
C -4.70 0.81 -3.25
C -6.24 0.54 -2.92
N -6.95 -0.71 -3.61
C -6.28 -2.00 -3.09
C -8.44 -0.68 -3.31
C -9.06 0.26 -4.41
C -8.02 0.27 -5.57
C -7.00 -0.73 -5.13
H -3.06 1.85 -2.23
H -4.34 1.41 -1.18
H -4.61 2.73 -2.13
H -4.10 -0.10 -3.29
H -4.69 1.40 -4.17
H -6.80 1.42 -3.25
H -6.40 0.33 -1.86
H -5.32 -2.09 -3.60
H -6.86 -2.87 -3.41
H -6.18 -2.10 -2.01
H -8.78 -1.69 -3.56
H -8.67 -0.33 -2.31
H -10.03 -0.09 -4.77
H -9.27 1.30 -4.16
H -8.59 -0.08 -6.43
H -7.62 1.26 -5.80
H -7.31 -1.71 -5.49
H -5.97 -0.57 -5.48
C 8.18 1.73 0.66
C 6.95 1.31 1.40
C 5.68 2.19 1.17
N 4.51 1.80 2.14
C 4.13 0.29 1.97
C 3.34 2.71 1.68
C 2.57 2.96 2.92
C 3.66 3.21 3.90
C 4.76 2.16 3.62
H 8.69 0.80 0.39
H 8.77 2.48 1.19
H 7.76 2.10 -0.27
H 7.07 1.10 2.46
H 6.70 0.34 0.97
H 5.38 2.22 0.12
H 5.78 3.27 1.26
H 4.25 0.07 0.91
H 3.16 0.06 2.42
H 4.82 -0.26 2.61
H 2.69 2.20 0.96
H 3.71 3.62 1.22
H 1.88 2.17 3.21
H 1.99 3.88 2.91
H 3.30 3.14 4.93
H 4.03 4.21 3.66
H 4.84 1.27 4.25
H 5.73 2.65 3.56
C -3.29 2.90 1.36
C -3.42 3.63 2.66
C -3.64 5.14 2.31
N -3.23 6.17 3.46
C -4.13 5.80 4.67
C -3.39 7.69 3.14
C -2.60 8.45 4.13
C -1.38 7.54 4.36
C -1.72 6.16 3.81
H -3.12 1.86 1.63
H -2.33 3.20 0.93
H -4.07 2.97 0.61
H -2.56 3.69 3.32
H -4.31 3.29 3.19
H -4.68 5.40 2.11
H -2.96 5.48 1.52
H -5.16 5.83 4.32
H -3.96 6.48 5.50
H -3.76 4.83 5.01
H -4.41 8.09 3.16
H -2.90 7.78 2.17
H -3.12 8.57 5.08
H -2.31 9.44 3.78
H -1.05 7.37 5.38
H -0.52 7.81 3.75
H -1.61 5.35 4.53
H -1.35 5.93 2.82
C -0.34 -8.03 -4.34
C 0.28 -6.70 -3.79
C -0.65 -6.19 -2.65
N -0.43 -4.69 -2.27
C -1.65 -4.27 -1.47
C 0.87 -4.54 -1.51
C 1.60 -3.32 -2.09
C 1.11 -3.18 -3.47
C -0.35 -3.65 -3.43
H -1.25 -7.92 -4.93
H -0.62 -8.65 -3.49
H 0.43 -8.56 -4.91
H 0.44 -5.98 -4.59
H 1.25 -6.81 -3.31
H -0.61 -6.79 -1.74
H -1.69 -6.24 -2.98
H -1.54 -3.27 -1.04
H -1.86 -4.82 -0.56
H -2.51 -4.29 -2.14
H 0.66 -4.38 -0.45
H 1.41 -5.49 -1.54
H 1.54 -2.48 -1.40
H 2.65 -3.56 -1.93
H 1.19 -2.14 -3.76
H 1.57 -3.81 -4.24
H -0.99 -2.79 -3.22
H -0.70 -4.04 -4.38
C 9.80 -2.42 2.72
C 8.51 -2.76 2.01
C 7.77 -3.94 2.60
N 6.51 -4.35 1.74
C 6.88 -4.81 0.33
C 5.46 -3.24 1.59
C 4.15 -3.99 1.42
C 4.23 -5.03 2.51
C 5.72 -5.46 2.49
H 10.46 -3.28 2.85
H 9.59 -2.08 3.74
H 10.51 -1.71 2.31
H 8.76 -2.89 0.96
H 7.95 -1.82 1.98
H 7.42 -3.68 3.60
H 8.41 -4.82 2.62
H 7.19 -4.02 -0.35
H 6.04 -5.22 -0.24
H 7.61 -5.62 0.36
H 5.51 -2.53 0.76
H 5.41 -2.63 2.49
H 4.12 -4.61 0.52
H 3.33 -3.29 1.53
H 3.54 -5.87 2.41
H 3.98 -4.59 3.48
H 5.85 -6.36 1.88
H 6.13 -5.61 3.49
C -1.17 2.64 -4.33
C 0.07 3.28 -3.77
C 1.46 2.82 -4.20
N 2.72 3.26 -3.37
C 2.53 4.72 -3.05
C 2.92 2.41 -2.12
C 3.58 1.10 -2.63
C 4.30 1.50 -3.81
C 4.03 2.93 -4.13
H -2.05 3.15 -3.94
H -1.20 1.55 -4.26
H -1.31 2.83 -5.40
H -0.17 3.23 -2.71
H 0.01 4.33 -4.05
H 1.64 3.29 -5.17
H 1.55 1.73 -4.29
H 3.36 4.91 -2.36
H 1.62 5.03 -2.54
H 2.84 5.31 -3.91
H 3.57 2.94 -1.43
H 1.98 2.25 -1.59
H 4.15 0.53 -1.91
H 2.79 0.38 -2.85
H 5.36 1.23 -3.78
H 3.91 0.91 -4.65
H 4.82 3.54 -3.70
H 3.96 3.19 -5.19
C -7.12 0.20 3.65
C -5.68 -0.07 3.20
C -5.35 -1.53 3.01
N -4.01 -1.72 2.38
C -3.93 -1.27 0.87
C -3.46 -3.19 2.40
C -1.94 -3.15 2.62
C -1.74 -1.86 3.41
C -2.88 -0.91 3.15
H -7.37 -0.33 4.57
H -7.92 0.05 2.94
H -7.41 1.24 3.80
H -5.00 0.34 3.94
H -5.53 0.52 2.30
H -6.09 -2.06 2.41
H -5.36 -2.05 3.97
H -3.03 -1.75 0.48
H -3.75 -0.20 0.78
H -4.84 -1.66 0.41
H -3.83 -3.77 1.56
H -3.81 -3.64 3.33
H -1.33 -3.18 1.71
H -1.73 -4.02 3.24
H -0.81 -1.40 3.08
H -1.61 -2.21 4.43
H -2.47 -0.05 2.62
H -3.21 -0.58 4.14
N -0.29 -1.44 0.00
S -0.87 -0.21 -1.01
O -0.11 0.18 -2.19
O -1.64 0.89 -0.42
F -2.02 -1.12 -1.68
S 0.70 -0.52 0.58
O 0.26 0.31 1.72
O 1.85 0.05 -0.18
F 1.52 -1.69 1.43

---

[6]
49
Properties=species:S:1:pos:R:3 method="wB97M-V/def2-TZVPD" de_lowest_kj_mol=0.0 smiles="Cc1ccccc1C[C@]1(CO)CCCN(C(=O)c2cccc(Cl)c2)C1" homo_lumo_gap_ev=9.4 homo_ev=-8.80 e_tot_ha=-1480.090303 e_lumo_ev=0.60
C 2.99 -0.28 -3.06
C 2.95 1.01 -2.28
C 3.03 2.21 -2.97
C 3.01 3.42 -2.30
C 2.90 3.44 -0.92
C 2.82 2.25 -0.23
C 2.84 1.03 -0.89
C 2.75 -0.23 -0.07
C 1.31 -0.64 0.36
C 1.18 -0.50 1.89
O 1.36 0.81 2.35
C 1.03 -2.09 -0.06
C -0.42 -2.52 0.16
C -1.39 -1.51 -0.47
N -1.09 -0.18 0.01
C -1.75 0.47 0.99
O -1.28 1.44 1.57
C -3.13 -0.02 1.31
C -3.42 -0.39 2.62
C -4.71 -0.78 2.95
C -5.71 -0.80 2.00
C -5.41 -0.41 0.70
Cl -6.65 -0.41 -0.50
C -4.13 -0.02 0.35
C 0.26 0.25 -0.33
H 3.05 -0.08 -4.12
H 3.87 -0.87 -2.78
H 2.11 -0.88 -2.87
H 3.12 2.20 -4.05
H 3.07 4.35 -2.86
H 2.88 4.38 -0.39
H 2.74 2.25 0.85
H 3.21 -1.06 -0.60
H 3.33 -0.06 0.84
H 1.97 -1.10 2.36
H 0.22 -0.89 2.23
H 0.54 1.31 2.17
H 1.69 -2.77 0.49
H 1.26 -2.20 -1.12
H -0.59 -3.50 -0.28
H -0.64 -2.60 1.23
H -2.42 -1.77 -0.22
H -1.28 -1.51 -1.56
H -2.65 -0.36 3.37
H -4.93 -1.07 3.97
H -6.71 -1.10 2.25
H -3.91 0.29 -0.66
H 0.37 1.29 -0.03
H 0.37 0.19 -1.42

---

[7]
18
Properties=species:S:1:pos:R:3 method="wB97M-V/def2-TZVPD" de_lowest_kj_mol=213.7 homo_lumo_gap_ev=7.5 homo_ev=-12.42 e_tot_ha=-823.843005 charge=+1 e_lumo_ev=-4.90
C 1.57 1.04 1.13
C 0.67 1.22 -0.13
O 0.15 2.29 -0.52
N 0.51 0.17 -0.98
C 0.66 -1.22 -0.56
C -0.38 -1.93 -0.03
C -1.72 -1.39 0.13
C -2.07 -0.18 -0.31
Cl -3.61 0.39 0.05
H 1.31 1.77 1.89
H 2.66 1.07 0.87
H 1.49 -0.06 1.42
H 0.52 3.12 -0.25
H 0.85 0.25 -1.97
H 1.66 -1.60 -0.83
H -0.43 -3.05 0.30
H -2.43 -2.03 0.71
H -1.42 0.13 -0.92

---

[8]
17
Properties=species:S:1:pos:R:3 method="wB97M-V/def2-TZVPD" de_lowest_kj_mol=140.6 multiplicity=2 homo_lumo_gap_ev="9.5 / 5.9" homo_ev="-13.57 / -13.57" e_tot_ha=-288.661674 charge=+1 e_lumo_ev="-4.11 / -7.65"
C -0.53 1.16 1.96
C -0.66 0.76 0.55
C -1.60 1.33 -0.31
N -1.63 1.16 -1.61
H -1.17 2.01 2.19
H -0.91 0.34 2.59
H 0.50 1.33 2.24
H 0.11 0.12 0.12
H -2.38 1.95 0.13
H -2.55 1.00 -2.02
H -0.92 0.52 -1.95
C 2.01 -1.95 -1.01
O 2.26 -2.17 0.37
H 1.67 -0.93 -1.24
H 2.96 -2.13 -1.51
H 1.28 -2.66 -1.40
H 1.55 -1.83 0.91

---

Number 1: strongest force on any atom 0.071 hartree/bohr, M 419.12 g mol⁻¹. Number 2: strongest force on any atom 0.047 hartree/bohr, M 916.70 g mol⁻¹. Number 3: strongest force on any atom 0.013 hartree/bohr, M 115.13 g mol⁻¹. Number 4: strongest force on any atom 0.106 hartree/bohr, M 130.15 g mol⁻¹. Number 5: strongest force on any atom 0.254 hartree/bohr, M 1077.81 g mol⁻¹. Number 6: strongest force on any atom 0.012 hartree/bohr, M 357.88 g mol⁻¹. Number 7: strongest force on any atom 0.145 hartree/bohr, M 146.60 g mol⁻¹. Number 8: strongest force on any atom 0.033 hartree/bohr, M 89.14 g mol⁻¹.